## 1
Molecular formula: C2H5BrN2O
Method: DFT, ωB97M-V/def2-TZVPD

XYZ file:
```
11
Properties=species:S:1:pos:R:3:lowdin_charge:R:1
C -1.283 -0.577 -0.784 0.0236
N -0.242 -0.576 0.209 -0.4134
O -0.428 -0.855 1.394 -0.0117
N 0.913 -0.469 -0.290 -0.0097
C 2.139 -0.476 0.613 -0.6820
Br 3.650 0.165 -0.308 0.6570
H -1.289 -1.518 -1.100 0.0510
H -1.008 0.057 -1.615 0.0961
H -2.183 -0.159 -0.237 0.1311
H 2.320 -1.560 0.854 0.0748
H 1.814 0.118 1.521 0.0831
```

Output
multiplicity: 1
orbital gap: 10.6 eV

## 2
Molecular formula: C2H5BrN2O
Method: DFT, ωB97M-V/def2-TZVPD

XYZ file:
```
11
Properties=species:S:1:pos:R:3:lowdin_charge:R:1
C 1.232 -1.073 0.004 -0.0064
C -0.273 -0.819 -0.071 -0.6065
O -0.896 -1.847 -0.036 0.0025
N -0.868 0.442 -0.041 -0.5130
N -0.212 1.629 0.007 0.0129
Br -2.796 0.417 -0.007 0.6843
H 1.506 -0.421 0.911 0.1020
H 1.376 -2.155 0.175 0.0905
H 1.623 -0.620 -0.912 0.0763
H -0.266 2.315 0.757 0.1045
H -0.426 2.134 -0.788 0.0529
```

Output
multiplicity: 1
orbital gap: 9.7 eV

Referenced to the most stable arrangement, the calculated values in hartree are 1 0.0451; 2 0.0000.

## 1
Molecular formula: C11H18O
Method: DFT, ωB97M-V/def2-TZVPD

XYZ file:
```
30
Properties=species:S:1:pos:R:3:lowdin_charge:R:1
C -1.423 4.492 1.716 0.1214
C -1.663 3.323 1.454 -0.0952
C -1.737 2.000 0.862 -0.3503
C -2.249 0.905 1.439 0.0622
C -1.055 1.867 -0.470 -0.2139
C 0.449 2.172 -0.359 -0.0895
H -1.047 5.507 1.824 0.0399
H -2.648 0.936 2.443 0.0674
H -2.307 -0.041 0.910 0.0647
H -1.499 2.543 -1.183 0.1088
H -1.209 0.856 -0.849 0.0954
H 0.934 1.561 0.397 0.0453
H 0.625 3.224 -0.060 0.0756
H 0.958 2.025 -1.318 0.0758
C -0.339 -2.880 -2.597 -0.1199
C 0.336 -2.336 -1.366 -0.1506
C 1.442 -2.925 -0.872 -0.1617
O 2.229 -2.504 0.155 -0.0946
C 2.058 -1.168 0.599 -0.2645
C 0.957 -0.999 1.632 -0.0771
H -0.042 -3.935 -2.731 0.0743
H -1.435 -2.806 -2.530 0.0670
H -0.068 -2.320 -3.520 0.0761
H -0.048 -1.425 -0.906 0.0750
H 1.828 -3.862 -1.258 0.1233
H 1.946 -0.457 -0.259 0.1179
H 3.006 -0.922 1.091 0.1211
H 0.866 0.027 1.984 0.0643
H 1.168 -1.608 2.524 0.0863
H -0.031 -1.250 1.246 0.0551
```

Output
multiplicity: 1
orbital gap: 9.4 eV

## 2
Molecular formula: C11H18O
Method: DFT, ωB97M-V/def2-TZVPD

XYZ file:
```
30
Properties=species:S:1:pos:R:3:lowdin_charge:R:1
C 2.197 2.135 2.091 -0.0381
C 1.291 1.740 0.851 -0.2506
C 0.171 2.362 0.299 -0.0463
C -0.373 1.995 -0.964 -0.0269
C 0.260 1.021 -1.685 -0.3784
O -0.123 0.781 -2.947 0.0598
C 1.476 0.486 -1.245 -0.0233
C 1.939 0.780 0.047 -0.0905
H 2.239 1.519 2.921 0.0290
H 1.778 2.957 2.670 0.0727
H 3.205 2.016 1.604 0.0922
H -0.211 3.285 0.735 0.1045
H -1.102 2.660 -1.453 0.1221
H -1.039 0.919 -3.098 0.0906
H 2.064 -0.161 -2.004 0.1494
H 2.701 0.170 0.557 0.1197
C -2.285 -3.078 -0.395 -0.0786
C -1.616 -2.025 0.650 -0.4307
C -1.967 -2.330 2.131 -0.1192
C -0.067 -2.202 0.531 -0.0964
H -2.364 -2.833 -1.385 0.0176
H -3.343 -3.331 -0.065 0.0827
H -1.728 -4.012 -0.287 0.0649
H -2.145 -1.061 0.408 0.1293
H -1.653 -3.330 2.527 0.0841
H -1.381 -1.550 2.629 0.0647
H -3.038 -2.283 2.416 0.0726
H 0.296 -3.122 0.935 0.0619
H 0.172 -2.040 -0.548 0.0775
H 0.379 -1.347 1.153 0.0835
```

Output
multiplicity: 1
orbital gap: 9.2 eV

Referenced to the most stable arrangement, the calculated values in hartree are 1 0.0593; 2 0.0000.

## 1
Molecular formula: C7H36N14O11
Method: DFT, ωB97M-V/def2-TZVPD

XYZ file:
```
68
Properties=species:S:1:pos:R:3:lowdin_charge:R:1
N 5.480 -0.980 0.539 0.1484
C 4.291 -0.349 0.819 -0.6473
N 3.191 -0.916 0.236 0.1590
O 4.274 0.712 1.424 0.0301
H 5.493 -1.975 0.408 0.0884
H 6.275 -0.488 0.906 0.1044
H 3.255 -1.881 -0.039 0.0980
H 2.256 -0.545 0.403 0.0686
N -0.760 2.455 0.680 0.1667
C -1.086 3.785 0.713 -0.6585
N -1.116 4.346 1.954 0.1688
O -1.250 4.407 -0.338 -0.0094
H -0.627 2.002 -0.203 0.0558
H -0.806 1.945 1.548 0.0651
H -1.227 5.345 1.895 0.1057
H -1.559 3.887 2.731 0.1019
N 2.442 2.646 0.331 0.1737
C 2.906 3.539 -0.593 -0.6811
N 1.919 4.326 -1.157 0.1544
O 4.091 3.697 -0.837 0.0072
H 3.128 1.987 0.696 0.0511
H 1.459 2.506 0.484 0.0517
H 0.963 4.278 -0.845 0.0475
H 2.215 5.135 -1.669 0.0929
N -2.816 -6.287 0.732 0.1560
C -1.808 -5.350 0.772 -0.6393
N -1.751 -4.491 -0.282 0.1792
O -0.978 -5.348 1.670 0.0228
H -3.548 -6.264 0.048 0.0950
H -2.989 -6.660 1.651 0.1065
H -2.484 -4.460 -0.964 0.1039
H -0.927 -3.912 -0.341 0.0612
N -1.655 1.704 -2.088 0.1585
C -2.877 1.117 -1.960 -0.6647
N -3.941 1.990 -1.935 0.1613
O -3.065 -0.089 -1.838 -0.0145
H -1.662 2.708 -2.164 0.0916
H -0.816 1.166 -1.927 0.0418
H -4.787 1.458 -2.046 0.0989
H -3.910 2.981 -2.077 0.0970
N -2.584 0.508 2.359 0.1284
C -3.906 0.424 1.956 -0.6643
N -4.059 -0.361 0.847 0.1578
O -4.804 1.003 2.538 0.0230
H -2.384 1.064 3.171 0.0841
H -1.966 -0.278 2.241 0.0710
H -4.947 -0.343 0.383 0.0982
H -3.257 -0.711 0.358 0.0672
N 1.225 0.246 -3.975 0.1669
C 1.687 0.313 -2.687 -0.6284
N 3.013 0.168 -2.500 0.1935
O 0.858 0.289 -1.767 -0.0352
H 1.824 0.285 -4.777 0.0986
H 0.222 0.273 -4.012 0.0996
H 3.358 0.262 -1.554 0.0789
H 3.652 0.235 -3.270 0.1093
O 0.425 -0.859 0.993 -0.0821
H 0.235 -0.275 0.245 0.0243
H 0.533 -1.733 0.583 -0.0024
O 1.051 -3.569 1.648 -0.0683
H 0.297 -4.199 1.710 -0.0038
H 1.822 -4.081 1.907 0.0438
O 0.678 -2.766 -1.062 -0.0574
H 0.247 -2.688 -1.921 0.0710
H 1.079 -3.643 -1.056 0.0618
O 0.134 0.496 3.437 -0.0698
H 0.330 -0.086 2.685 -0.0095
H 0.043 -0.103 4.184 0.0453
```

Output
multiplicity: 1
orbital gap: 8.8 eV

## 2
Molecular formula: C7H36N14O11
Method: DFT, ωB97M-V/def2-TZVPD

XYZ file:
```
68
Properties=species:S:1:pos:R:3:lowdin_charge:R:1
N 4.703 -10.289 19.528 0.1624
C 4.417 -8.954 19.477 -0.6950
N 3.328 -8.649 20.200 0.1554
O 5.103 -8.114 18.881 -0.0085
H 5.432 -10.654 18.940 0.0571
H 4.312 -10.879 20.243 0.0655
H 3.055 -7.698 20.346 0.1066
H 2.742 -9.474 20.260 0.0469
N 0.017 -10.957 18.244 0.1660
C 0.595 -11.201 19.432 -0.6581
N 0.789 -12.527 19.680 0.1581
O 1.040 -10.326 20.189 -0.0150
H -0.392 -11.738 17.768 0.1035
H 0.136 -10.032 17.870 0.1141
H 1.199 -12.730 20.574 0.0950
H 0.943 -13.113 18.879 0.0739
N 8.623 -13.780 22.057 0.1546
C 9.521 -14.737 21.773 -0.7001
N 10.105 -14.588 20.547 0.1534
O 9.767 -15.734 22.450 0.0078
H 8.525 -12.966 21.464 0.0406
H 8.057 -13.975 22.862 0.0846
H 10.678 -15.334 20.191 0.0973
H 9.854 -13.837 19.932 0.0807
N 7.396 -17.238 19.032 0.1599
C 8.468 -17.870 18.496 -0.6884
N 8.199 -18.565 17.378 0.1595
O 9.563 -17.739 19.064 -0.0081
H 6.500 -17.511 18.664 0.0788
H 7.446 -16.666 19.852 0.0972
H 8.885 -18.946 16.756 0.1076
H 7.227 -18.558 17.109 0.0622
N 5.219 -13.651 23.837 0.1637
C 4.953 -12.492 23.148 -0.6443
N 5.478 -11.411 23.778 0.1712
O 4.159 -12.409 22.207 -0.0028
H 4.691 -14.482 23.647 0.1120
H 6.077 -13.599 24.349 0.0872
H 5.415 -10.494 23.371 0.1142
H 6.083 -11.578 24.557 0.0988
N 5.895 -13.977 19.432 0.1830
C 4.723 -14.567 19.074 -0.6493
N 3.670 -14.270 19.895 0.1779
O 4.615 -15.263 18.065 -0.0020
H 5.905 -13.355 20.223 0.0763
H 6.724 -14.205 18.909 0.0684
H 3.839 -13.675 20.691 0.0426
H 2.845 -14.831 19.782 0.0895
N -0.062 -16.960 20.598 0.1479
C 0.181 -16.620 19.304 -0.6833
N 0.445 -17.676 18.490 0.1605
O 0.155 -15.446 18.953 0.0044
H 0.060 -17.900 20.926 0.0935
H -0.501 -16.284 21.195 0.1054
H 0.326 -18.628 18.777 0.0959
H 0.623 -17.492 17.519 0.1088
O 7.791 -11.380 20.887 -0.0601
H 7.413 -10.592 21.291 0.0527
H 7.920 -11.137 19.957 0.0427
O 7.127 -11.327 17.565 -0.0591
H 6.902 -12.261 17.633 -0.0067
H 7.731 -11.279 16.821 0.0390
O 5.774 -17.312 16.216 -0.0674
H 6.501 -16.807 15.841 0.0342
H 5.203 -16.645 16.633 0.0103
O 8.087 -13.798 17.094 -0.0448
H 7.656 -14.385 16.462 0.0586
H 8.952 -13.620 16.709 0.0654
```

Output
multiplicity: 1
orbital gap: 8.8 eV

Referenced to the most stable arrangement, the calculated values in hartree are 1 0.0000; 2 0.0374.

## 1
Molecular formula: C2H4I2S
Method: DFT, ωB97M-V/def2-TZVPD

XYZ file:
```
9
Properties=species:S:1:pos:R:3:lowdin_charge:R:1
C 1.138 0.446 0.919 -0.5560
C -1.299 0.095 -0.708 -1.3451
S 1.464 -1.188 0.854 0.5642
I -1.426 -1.984 -0.399 0.6897
I -2.895 1.322 -0.271 0.6864
H 1.523 1.127 0.126 0.0228
H 0.378 0.812 1.643 0.0145
H -0.682 0.436 -1.646 -0.0161
H 1.799 -1.065 -0.519 -0.0604
```

Output
multiplicity: 1
orbital gap (spin up / spin down): 7.9 / 6.6 eV

## 2
Molecular formula: C2H4I2S
Method: DFT, ωB97M-V/def2-TZVPD

XYZ file:
```
9
Properties=species:S:1:pos:R:3:lowdin_charge:R:1
C -0.008 0.684 -0.583 -0.3560
C -0.164 -0.242 0.582 -1.5600
S 1.040 -1.645 0.519 0.5433
I -2.312 -1.284 0.511 0.5015
I -0.068 0.741 2.522 0.7094
H -0.746 1.405 -0.588 0.0237
H 1.023 1.242 -0.538 0.1212
H -0.097 0.269 -1.630 0.0932
H 1.331 -1.169 -0.794 -0.0763
```

Output
multiplicity: 1
orbital gap: 8.2 eV

Referenced to the most stable arrangement, the calculated values in hartree are 1 0.1150; 2 0.0000.